Entry 1:
8
Properties=species:S:1:pos:R:3:forces:R:3:nbo_charge:R:1 method="wB97M-V/def2-TZVPD" e_tot_ev=-16031.388 smiles="O=CO.S" e_homo_ha=-0.36021 relative_energy_kj_mol=66.35
O -2.1983 1.5464 0.2646 0.74 -0.70 0.67 -0.575
C -1.8205 0.4421 -0.0299 -1.28 1.33 -0.93 0.658
O -1.1114 -0.4547 0.5882 0.29 -0.55 1.91 -0.663
H -2.0437 -0.0412 -0.9388 -0.74 -0.22 -1.84 0.091
H -0.8033 -0.1358 1.4472 -0.14 0.23 0.18 0.485
S 1.7009 -0.3771 0.3782 0.33 0.37 1.31 -0.257
H 0.9345 -1.0034 1.3269 0.83 0.42 -0.44 0.124
H 1.5963 -1.4435 -0.3557 -0.04 -0.88 -0.86 0.137

***

Entry 2:
6
Properties=species:S:1:pos:R:3:forces:R:3:nbo_charge:R:1 method="wB97M-V/def2-TZVPD" total_charge=+1 e_tot_ev=-3710.947 e_homo_ha=-0.54609 relative_energy_kj_mol=0.00
H -1.2956 -0.5824 -0.6733 -1.49 0.66 1.80 -0.448
O 0.1649 0.5656 0.6324 -3.75 -0.70 2.98 -1.061
C 0.6348 -0.0881 -0.4112 -3.15 -7.98 -1.13 -0.054
Li 1.3729 1.1364 -0.0478 6.56 8.29 0.00 0.944
Be -1.3698 0.1591 0.7763 2.11 -1.04 -3.05 1.459
H 0.4928 -1.1906 -0.2763 -0.28 0.77 -0.61 0.160

***

Entry 3:
45
Properties=species:S:1:pos:R:3:forces:R:3:nbo_charge:R:1 method="wB97M-V/def2-TZVPD" e_tot_ev=-235028.719 smiles=ClCCl.ClCCl.ClCCl.ClCCl.ClCCl.ClCCl.ClCCl.ClCCl.ClCCl e_homo_ha=-0.38231 relative_energy_kj_mol=44.63
Cl 0.8922 -2.3515 -2.3263 -0.13 -0.56 0.14 -0.056
C 0.0616 -3.9286 -2.1003 0.06 0.34 -0.18 -0.376
Cl -1.6788 -3.8524 -2.4253 0.24 0.09 0.09 -0.018
H 0.5006 -4.6250 -2.7990 0.06 -0.03 -0.09 0.222
H 0.2239 -4.2434 -1.0805 -0.06 0.03 0.15 0.225
Cl -4.4619 1.9752 -0.8152 0.04 0.18 -0.09 -0.041
C -3.6138 2.3429 -2.3375 -0.14 -0.12 0.31 -0.391
Cl -4.7210 2.8224 -3.6214 -0.02 -0.10 -0.08 -0.019
H -2.9268 3.1598 -2.1816 0.06 0.09 0.19 0.226
H -3.0828 1.4388 -2.5967 0.01 -0.02 -0.31 0.223
Cl 1.6820 5.1655 -4.2970 -0.10 0.06 0.25 -0.033
C 1.1054 4.1034 -2.9850 -0.10 0.63 -0.23 -0.389
Cl -0.4449 3.3567 -3.3847 -0.35 0.37 0.19 -0.037
H 1.8412 3.3242 -2.8653 0.01 0.06 0.27 0.225
H 0.9767 4.7268 -2.1164 -0.06 -0.01 0.26 0.232
Cl 2.0380 -5.5775 0.9448 0.04 0.05 0.07 -0.037
C 2.3463 -3.9489 1.5938 0.16 -0.40 -0.37 -0.394
Cl 0.9245 -2.9416 1.4992 -0.50 0.19 0.08 -0.021
H 2.6378 -4.0446 2.6262 0.08 -0.02 0.16 0.228
H 3.1162 -3.5004 0.9837 0.16 0.05 0.02 0.228
Cl 0.3429 -0.3539 -5.1139 -0.08 0.10 -0.25 -0.022
C 1.2705 0.7207 -4.0695 0.10 -0.26 0.05 -0.415
Cl 1.9345 2.1262 -4.9009 0.43 -0.80 -0.83 -0.022
H 0.6128 1.0722 -3.2868 0.00 -0.03 -0.04 0.234
H 2.1014 0.1590 -3.6649 0.05 -0.08 0.06 0.217
Cl -2.3298 -2.7649 6.0163 0.02 0.01 0.09 -0.023
C -2.1126 -3.1321 4.3041 0.05 -0.18 -0.06 -0.400
Cl -1.9842 -1.6779 3.3228 -0.02 0.20 -0.12 -0.021
H -1.1974 -3.6972 4.1858 0.07 -0.04 0.02 0.222
H -2.9619 -3.7048 3.9593 -0.11 -0.01 0.02 0.227
Cl 2.6424 -1.9201 4.4389 0.29 -0.12 0.04 -0.028
C 1.4083 -0.7353 4.8350 -0.33 0.04 -0.06 -0.390
Cl 1.0140 0.3164 3.4695 0.13 0.13 -0.04 -0.036
H 0.5070 -1.2668 5.1087 -0.10 -0.01 0.05 0.226
H 1.7662 -0.1181 5.6444 0.07 0.07 0.08 0.228
Cl 1.4446 4.5404 0.8352 0.33 0.11 -0.02 -0.030
C -0.1148 4.0294 1.4786 0.43 0.04 0.37 -0.410
Cl -1.3841 4.2070 0.3360 -0.99 0.10 -0.98 0.003
H -0.0568 2.9852 1.7406 0.17 -0.14 0.25 0.215
H -0.3517 4.6698 2.3118 0.11 -0.06 0.35 0.227
Cl 1.1081 1.3723 -0.7098 0.00 0.06 0.19 -0.050
C 0.0166 0.1640 0.0005 0.28 -0.09 -0.26 -0.394
Cl -1.3811 -0.1739 -1.0033 -0.24 0.13 0.00 -0.010
H 0.5844 -0.7495 0.0821 0.05 -0.10 0.10 0.237
H -0.2959 0.5301 0.9639 -0.19 0.05 0.16 0.217

***

Entry 4:
14
Properties=species:S:1:pos:R:3:forces:R:3:nbo_charge:R:1 method="wB97M-V/def2-TZVPD" e_tot_ev=-9742.741 smiles="[H]/N=C/NC(=O)NC" e_homo_ha=-0.36095 relative_energy_kj_mol=28.25
H -0.7107 3.6934 -1.5362 0.24 -0.01 -0.01 0.346
N -0.1318 2.8611 -1.6421 -0.01 -0.11 0.14 -0.667
C -0.1727 2.1848 -0.5747 0.15 0.26 -0.15 0.289
N 0.5231 0.9718 -0.4461 -0.15 0.06 -0.07 -0.666
C -0.2109 -0.0322 0.1864 -0.26 -0.01 0.21 0.781
O -1.2987 0.2147 0.6843 0.31 -0.15 -0.03 -0.651
N 0.3330 -1.2851 0.2010 0.06 0.17 0.00 -0.626
C -0.3590 -2.2835 0.9964 -0.09 -0.14 0.08 -0.416
H -0.7140 2.4631 0.3308 -0.01 -0.17 -0.19 0.184
H 1.1742 0.7377 -1.1895 -0.31 0.05 0.12 0.406
H 1.3228 -1.3933 0.0420 -0.12 0.07 0.01 0.392
H -1.4280 -2.1031 0.8820 0.13 -0.13 0.03 0.237
H -0.1198 -2.1984 2.0634 0.00 -0.06 -0.15 0.190
H -0.1206 -3.2885 0.6422 0.04 0.16 0.02 0.201

***

Entry 5:
19
Properties=species:S:1:pos:R:3:forces:R:3:nbo_charge:R:1 method="wB97M-V/def2-TZVPD" e_tot_ev=-12880.267 e_homo_ha=-0.29870 relative_energy_kj_mol=547.81
C 0.5631 2.0847 0.4331 -1.36 0.39 -1.52 -0.521
C -0.0083 1.1088 -0.2951 1.26 -1.51 -1.25 0.410
O -1.1128 1.1905 -1.2807 1.79 0.14 2.26 -0.403
N -2.4490 0.9228 -0.8865 0.40 -0.36 0.01 -0.082
C -2.6270 0.0325 0.0015 -1.91 0.19 0.69 0.047
C -1.6382 -0.7575 0.7941 1.59 -1.48 -2.29 -0.558
C -0.8347 -1.6434 -0.2660 0.93 2.22 1.12 0.022
N 0.3158 -1.2717 -0.7089 -0.42 -2.35 -0.77 -0.207
N 0.8367 -0.0979 -0.4967 -3.46 4.01 0.75 -0.281
C 2.2374 0.1413 -0.5602 0.19 -0.73 -0.79 -0.402
H 0.2995 3.1097 0.1648 -0.15 -0.17 0.75 0.226
H 1.4497 1.8643 1.0202 -0.41 0.17 -0.01 0.219
H -3.7392 -0.2210 0.1353 1.73 0.56 -0.11 0.211
H -2.0628 -1.4319 1.4994 -0.83 -0.40 0.37 0.239
H -0.8379 -0.2469 1.3193 -0.35 0.59 0.02 0.255
H -1.1473 -2.5910 -0.6288 -0.52 -0.65 0.07 0.199
H 2.6335 -0.4215 -1.3939 0.34 -0.31 -0.12 0.216
H 2.4552 1.1941 -0.7010 -0.09 -0.12 -0.02 0.220
H 2.6132 -0.2190 0.3629 1.26 -0.17 0.83 0.188

***

Entry 6:
134
Properties=species:S:1:pos:R:3:forces:R:3:mulliken_charge:R:1 method="wB97M-V/def2-TZVPD" total_charge=+3 e_tot_ev=-120478.856 e_homo_ha=-0.55813
Ir -0.2800 0.1492 -0.4047 0.02 -2.06 -0.92 1.934
C 3.6338 5.2667 -1.0560 -0.05 -0.03 0.03 -0.983
C 2.4672 5.6340 -0.3989 0.02 0.07 0.02 -0.802
C 1.3398 4.8304 -0.4561 -0.16 -0.02 -0.07 -0.881
C 1.3751 3.6532 -1.2030 0.37 -0.66 0.04 0.619
C 2.5561 3.2789 -1.8459 -0.20 0.15 0.00 -0.085
C 3.6789 4.0835 -1.7813 0.05 0.00 0.00 -1.116
P -0.0581 2.5567 -1.3181 -1.12 -0.63 0.87 1.810
C -0.7363 2.5751 -2.9868 0.14 -0.23 0.07 0.250
C 0.0068 2.9518 -4.1032 -0.11 0.23 0.17 -0.405
C -0.5556 2.8290 -5.3646 0.04 -0.02 -0.13 -0.859
C -1.8358 2.3156 -5.5162 0.06 0.05 0.03 -0.909
C -2.5753 1.9347 -4.4007 -0.01 -0.03 -0.02 -0.426
C -2.0243 2.0508 -3.1391 -0.01 0.12 0.00 -0.420
C -1.2839 3.3811 -0.2835 -0.09 0.18 -0.20 -0.520
C -2.0791 4.4113 -0.7735 0.02 -0.07 -0.16 -0.470
C -2.9805 5.0427 0.0708 -0.02 -0.02 0.00 -1.056
C -3.0943 4.6254 1.3894 -0.06 -0.06 0.04 -1.274
C -2.3036 3.5892 1.8695 0.10 0.23 0.01 0.167
C -1.3567 2.9807 1.0452 0.63 -0.24 0.23 0.417
Si -0.1953 1.5761 1.6058 0.40 0.93 0.95 0.619
C 1.7190 1.8156 1.6891 -0.73 0.12 -0.17 0.771
C 2.1077 2.8715 2.5120 0.24 -0.04 -0.02 -0.614
C 3.4449 3.1552 2.7396 -0.10 0.06 0.06 -1.003
C 4.4165 2.3576 2.1610 0.05 -0.02 0.04 -1.268
C 4.0481 1.3212 1.3209 -0.02 -0.21 0.01 -0.494
C 2.7035 1.0306 1.0658 -0.02 0.07 -0.16 0.798
P 2.2212 -0.0829 -0.3161 -0.47 -0.43 0.48 0.575
C 2.4537 -1.9026 -0.1427 -0.07 0.21 0.04 1.685
C 3.0231 -2.5917 0.9153 0.05 0.29 -0.03 -0.537
C 3.2775 -3.9532 0.7965 0.00 -0.11 0.10 -0.743
C 2.9851 -4.6236 -0.3791 -0.03 -0.05 -0.04 -1.194
C 2.4164 -3.9359 -1.4465 0.02 0.09 0.04 -0.764
C 2.1460 -2.5861 -1.3241 0.02 -0.02 0.05 -1.189
C 3.6595 0.0285 -1.5004 -0.55 0.22 -0.31 1.713
C 3.5804 0.5260 -2.7936 0.23 -0.26 -0.13 0.071
C 4.6571 0.4285 -3.6668 -0.06 0.02 -0.06 -0.729
C 5.8315 -0.1744 -3.2572 0.06 0.02 0.04 -0.942
C 5.9267 -0.6787 -1.9658 0.01 0.02 -0.03 -1.047
C 4.8517 -0.5922 -1.1014 -0.14 0.03 -0.04 -0.774
C -0.5618 1.5046 3.4853 -0.14 -0.42 -0.58 1.180
C -0.6154 2.6072 4.3426 0.09 0.07 0.15 -0.086
C -0.7716 2.4344 5.7097 0.06 0.06 -0.14 -1.003
C -0.8685 1.1596 6.2594 -0.02 -0.11 0.03 -0.943
C -0.8156 0.0503 5.4366 0.02 -0.07 0.11 -0.576
C -0.6841 0.2506 4.0621 0.05 0.04 -0.30 -1.194
P -0.7365 -1.1699 2.9702 -0.42 0.37 0.81 3.781
C 0.5363 -2.2622 3.6003 0.04 0.45 -0.59 -0.032
C 1.8012 -1.6538 3.6631 -0.22 0.10 0.24 -0.790
C 2.8899 -2.3690 4.1218 -0.07 -0.12 0.27 -0.072
C 2.7237 -3.6920 4.5205 0.04 0.21 -0.05 -0.850
C 1.4666 -4.2877 4.4763 -0.14 -0.09 0.01 -0.785
C 0.3717 -3.5909 3.9969 -0.08 -0.21 0.01 -0.422
C -2.4078 -1.7954 2.9870 0.53 0.12 -0.59 0.904
C -3.4337 -0.8772 3.2589 0.01 0.15 0.10 -0.604
C -4.7511 -1.2837 3.2052 -0.05 -0.06 0.00 -0.957
C -5.0616 -2.5824 2.8157 0.04 0.07 0.04 -0.698
C -4.0487 -3.4915 2.5254 0.01 -0.11 0.00 -1.271
C -2.7260 -3.1086 2.6115 0.00 -0.06 -0.05 -0.273
H 4.5073 5.9022 -0.9992 0.00 0.01 -0.02 0.456
H 2.4301 6.5592 0.1605 0.01 0.00 0.00 0.505
H 0.4375 5.1345 0.0560 0.03 0.01 0.04 0.394
H 2.5903 2.3563 -2.4063 -0.02 0.61 0.26 0.016
H 4.5847 3.7926 -2.2966 0.01 -0.03 0.00 0.571
H 1.0001 3.3669 -3.9878 0.02 0.01 -0.03 0.557
H 0.0126 3.1280 -6.2353 -0.01 0.03 0.00 0.494
H -2.2615 2.2203 -6.5061 -0.01 0.00 0.00 0.464
H -3.5783 1.5456 -4.5139 0.02 -0.04 0.00 0.474
H -2.5948 1.7434 -2.2698 -0.02 0.01 -0.05 0.047
H -2.0018 4.7098 -1.8121 -0.02 0.03 0.01 0.664
H -3.6064 5.8412 -0.3040 0.02 0.01 0.00 0.498
H -3.8084 5.1020 2.0484 -0.03 -0.01 -0.02 0.478
H -2.4435 3.2587 2.8884 0.00 0.02 0.01 0.695
H 1.3616 3.5008 2.9763 0.01 0.02 0.00 0.311
H 3.7171 3.9944 3.3663 0.04 -0.01 0.00 0.487
H 5.4644 2.5494 2.3486 0.01 0.01 -0.03 0.477
H 4.8294 0.7478 0.8500 0.03 0.03 -0.01 0.545
H 3.2777 -2.0774 1.8312 0.12 0.01 -0.28 0.786
H 3.7230 -4.4882 1.6259 0.02 0.01 0.00 0.558
H 3.2057 -5.6787 -0.4735 0.02 0.00 0.02 0.465
H 2.2027 -4.4430 -2.3780 -0.02 -0.04 0.03 0.526
H 1.7118 -2.0530 -2.1621 0.01 0.00 -0.07 0.363
H 2.6732 0.9792 -3.1608 0.55 -0.31 -0.10 0.194
H 4.5638 0.8133 -4.6737 0.01 0.00 -0.01 0.507
H 6.6661 -0.2636 -3.9392 0.00 0.00 0.00 0.451
H 6.8335 -1.1680 -1.6365 0.01 0.02 0.00 0.519
H 4.9425 -1.0456 -0.1257 -0.03 -0.08 0.02 0.443
H -0.5140 3.6122 3.9548 -0.06 0.01 0.02 0.460
H -0.8076 3.3023 6.3550 0.00 -0.01 0.02 0.491
H -0.9895 1.0323 7.3268 0.00 0.01 0.00 0.488
H -0.8998 -0.9476 5.8491 0.01 0.01 0.04 0.567
H 1.9121 -0.6162 3.3620 0.07 -0.03 -0.02 0.332
H 3.8656 -1.9033 4.1626 0.01 0.01 0.05 0.455
H 3.5759 -4.2580 4.8724 -0.01 -0.01 0.05 0.481
H 1.3384 -5.3035 4.8254 0.01 0.00 -0.01 0.510
H -0.6000 -4.0661 3.9773 0.06 0.02 0.01 0.567
H -3.1934 0.1389 3.5439 -0.02 0.00 0.00 0.321
H -5.5420 -0.5946 3.4676 0.01 0.04 -0.04 0.532
H -6.0971 -2.8886 2.7449 0.00 -0.02 0.02 0.459
H -4.2962 -4.5029 2.2318 0.00 -0.01 0.04 0.519
H -1.9460 -3.8240 2.3981 -0.06 0.02 -0.15 0.250
C -4.6416 0.3325 -0.1095 0.04 -0.11 -0.01 -1.970
C -3.3758 0.7752 0.2476 -0.20 0.04 0.05 -0.013
N -2.4433 0.0616 -0.3864 0.86 0.45 0.13 0.441
N -3.0858 -0.8388 -1.1575 -0.22 -0.15 -0.06 1.042
C -4.4109 -0.6990 -0.9956 -0.12 0.17 0.10 -0.176
B -2.3820 -1.9402 -1.9859 -0.17 0.12 -0.22 -0.938
N -1.6113 -2.8238 -0.9869 -0.16 -0.15 0.04 0.238
C -1.5250 -4.1546 -0.8248 0.03 0.05 0.09 0.097
C -0.6137 -4.4194 0.1729 0.05 0.04 0.06 -2.275
C -0.1746 -3.1632 0.5779 -0.01 -0.19 -0.01 -0.535
N -0.7752 -2.2031 -0.1178 0.37 0.91 -0.19 0.742
N -1.3035 -1.2916 -2.8808 -0.21 -0.06 -0.06 1.136
C -1.0315 -1.5454 -4.1671 0.09 0.08 -0.07 -0.247
C 0.0560 -0.7794 -4.5489 0.07 0.04 0.10 -2.179
C 0.3974 -0.0709 -3.4074 -0.14 -0.26 -0.13 0.154
N -0.4256 -0.4029 -2.4082 0.93 0.77 0.29 0.521
N -3.3946 -2.5818 -2.9033 0.19 -0.15 0.20 0.962
C -3.7784 -3.8505 -3.2217 -0.12 -0.13 0.01 -0.296
C -4.7020 -3.7756 -4.2279 0.09 0.08 -0.09 -0.853
C -4.8248 -2.3931 -4.4881 0.11 -0.32 0.02 -0.613
N -4.0325 -1.6898 -3.7072 -0.15 0.34 -0.08 -1.020
H -5.5930 0.7103 0.2210 0.01 0.01 0.01 0.614
H -3.1208 1.5790 0.9122 0.02 -0.11 -0.06 -0.166
H -5.1161 -1.3125 -1.5264 0.09 -0.07 -0.06 0.639
H -2.1131 -4.8403 -1.4044 0.05 0.05 -0.01 0.447
H -0.2940 -5.3797 0.5386 -0.03 -0.01 0.02 0.587
H 0.5480 -2.9381 1.3370 0.14 0.02 -0.19 -0.160
H -1.6179 -2.2458 -4.7377 -0.09 0.03 0.06 0.605
H 0.5290 -0.7372 -5.5141 -0.03 -0.01 -0.01 0.593
H 1.1681 0.6608 -3.2612 -0.45 -0.25 -0.04 -0.383
H -3.3933 -4.7244 -2.7295 -0.05 0.03 -0.05 0.443
H -5.1877 -4.5898 -4.7371 -0.05 -0.01 0.09 0.484
H -5.4532 -1.9095 -5.2180 0.02 0.08 0.00 0.471